{
  "formula": "C62H49NO7PS2W",
  "method": "wB97M-V/def2-TZVPD",
  "elements": ["W", "O", "C", "C", "C", "N", "C", "C", "C", "O", "O", "C", "O", "O", "H", "H", "H", "C", "C", "C", "C", "C", "C", "C", "S", "O", "C", "C", "C", "C", "C", "C", "C", "C", "C", "C", "C", "C", "C", "C", "C", "C", "C", "C", "C", "C", "S", "O", "C", "C", "C", "C", "C", "C", "C", "H", "H", "H", "H", "H", "H", "H", "H", "H", "H", "H", "H", "H", "H", "H", "H", "H", "H", "H", "H", "H", "H", "H", "H", "H", "H", "C", "C", "C", "C", "C", "C", "C", "P", "C", "C", "C", "C", "C", "C", "C", "C", "C", "C", "C", "C", "C", "C", "H", "H", "H", "H", "H", "H", "H", "H", "H", "H", "H", "H", "H", "H", "H", "H", "H", "H", "H", "H"],
  "coordinates": [[0.209, -0.493, -0.040], [4.927, 2.106, -3.005], [3.906, 1.493, -2.385], [3.563, 0.162, -2.624], [2.509, -0.362, -1.911], [1.860, 0.356, -1.006], [2.109, 1.661, -0.843], [3.137, 2.272, -1.514], [0.978, 2.285, -0.044], [1.223, 3.490, 0.637], [0.450, 1.304, 0.748], [1.877, -1.727, -2.107], [2.324, -2.546, -2.850], [0.760, -1.840, -1.401], [5.399, 1.491, -3.578], [4.074, -0.454, -3.354], [3.341, 3.326, -1.384], [-5.450, -6.021, -3.504], [-4.783, -4.781, -2.979], [-3.884, -4.852, -1.916], [-3.241, -3.720, -1.442], [-3.504, -2.503, -2.051], [-4.384, -2.402, -3.119], [-5.025, -3.542, -3.570], [-2.698, -1.021, -1.516], [-1.678, -1.565, -0.506], [-4.081, -0.326, -0.588], [-4.668, -1.262, 0.296], [-5.959, -1.134, 0.696], [-6.796, -0.233, -0.004], [-8.206, -0.330, 0.107], [-9.017, 0.343, -0.757], [-8.443, 1.123, -1.781], [-7.092, 1.305, -1.847], [-6.219, 0.681, -0.915], [-4.771, 0.835, -0.972], [-4.225, 2.150, -1.442], [-5.108, 3.302, -1.451], [-6.123, 3.500, -0.470], [-6.910, 4.613, -0.479], [-6.774, 5.585, -1.494], [-5.770, 5.465, -2.405], [-4.875, 4.366, -2.354], [-3.693, 4.368, -3.124], [-2.697, 3.500, -2.796], [-2.918, 2.442, -1.885], [-1.566, 1.810, -0.907], [-0.768, 0.726, -1.645], [-0.159, 3.022, -0.904], [-0.042, 4.086, 0.192], [0.119, 5.497, -0.252], [0.458, 5.791, -1.509], [0.682, 7.191, -1.993], [0.632, 4.708, -2.493], [0.310, 3.438, -2.247], [-5.451, -6.817, -2.759], [-4.924, -6.394, -4.386], [-6.481, -5.822, -3.798], [-3.683, -5.811, -1.453], [-2.531, -3.775, -0.626], [-4.568, -1.443, -3.593], [-5.717, -3.472, -4.401], [-4.063, -2.092, 0.644], [-6.383, -1.814, 1.425], [-8.619, -0.998, 0.854], [-10.093, 0.243, -0.691], [-9.078, 1.582, -2.529], [-6.682, 1.907, -2.645], [-6.247, 2.777, 0.321], [-7.645, 4.752, 0.303], [-7.436, 6.441, -1.515], [-5.599, 6.233, -3.150], [-3.534, 5.137, -3.871], [-1.726, 3.614, -3.242], [-0.791, 3.982, 0.979], [-0.024, 6.280, 0.483], [0.499, 7.920, -1.205], [0.027, 7.421, -2.837], [1.710, 7.314, -2.344], [1.011, 4.979, -3.473], [0.424, 2.665, -2.998], [-0.976, -3.574, 1.724], [-2.202, -3.014, 2.390], [-3.204, -3.902, 2.774], [-4.302, -3.496, 3.517], [-4.398, -2.174, 3.917], [-3.426, -1.267, 3.521], [-2.351, -1.654, 2.720], [-1.033, -0.467, 2.238], [-1.648, 1.209, 2.678], [-2.908, 1.524, 2.156], [-3.466, 2.784, 2.274], [-2.745, 3.781, 2.913], [-1.475, 3.500, 3.384], [-0.887, 2.235, 3.265], [0.536, 2.104, 3.743], [0.259, -0.964, 3.398], [0.037, -1.060, 4.773], [1.065, -1.440, 5.612], [2.316, -1.733, 5.068], [2.516, -1.677, 3.702], [1.481, -1.313, 2.833], [1.668, -1.344, 1.338], [-1.170, -4.576, 1.342], [-0.156, -3.643, 2.443], [-0.629, -2.962, 0.898], [-3.099, -4.948, 2.505], [-5.057, -4.216, 3.808], [-5.219, -1.842, 4.542], [-3.511, -0.247, 3.857], [-3.471, 0.758, 1.641], [-4.452, 2.984, 1.873], [-3.157, 4.777, 3.024], [-0.893, 4.288, 3.848], [0.974, 3.096, 3.845], [1.151, 1.536, 3.047], [0.594, 1.608, 4.712], [-0.939, -0.819, 5.183], [0.905, -1.503, 6.681], [3.131, -2.024, 5.720], [3.484, -1.936, 3.286], [1.669, -2.398, 1.031], [2.675, -0.981, 1.108]],
  "forces_ev_per_a": [[-0.359, -0.533, 1.113], [0.035, 0.019, -0.019], [0.028, -0.057, -0.061], [0.049, 0.037, -0.005], [0.033, -0.179, -0.056], [-0.031, 0.208, 0.007], [-0.057, 0.067, -0.136], [-0.003, 0.083, 0.155], [0.011, -0.015, -0.189], [0.064, -0.001, -0.002], [-0.019, 0.045, -0.124], [-0.049, 0.479, 0.257], [0.239, -0.404, -0.297], [-0.177, -0.060, -0.485], [0.012, 0.000, -0.010], [-0.003, 0.008, 0.013], [0.009, -0.037, -0.018], [-0.012, -0.014, 0.001], [0.027, -0.049, 0.043], [-0.049, -0.016, -0.033], [0.042, 0.045, -0.037], [-0.063, -0.109, 0.094], [-0.039, 0.021, -0.016], [-0.018, 0.041, -0.027], [0.160, 0.134, 0.019], [0.209, 0.006, -0.109], [-0.043, -0.115, 0.012], [-0.031, 0.058, 0.018], [0.038, -0.052, 0.071], [-0.057, -0.009, -0.019], [0.027, -0.012, -0.005], [0.006, 0.022, -0.016], [-0.036, -0.008, 0.005], [0.028, 0.032, 0.007], [-0.042, 0.000, 0.013], [0.125, 0.228, -0.150], [-0.114, -0.182, 0.067], [0.037, 0.058, 0.070], [0.027, -0.053, -0.056], [-0.023, 0.039, -0.001], [-0.018, -0.010, 0.009], [0.010, -0.005, -0.004], [-0.017, 0.034, 0.000], [0.049, -0.015, -0.029], [-0.074, 0.007, -0.013], [0.120, 0.016, 0.072], [0.026, 0.079, -0.061], [-0.050, 0.044, -0.177], [-0.141, -0.179, 0.017], [0.041, 0.117, -0.030], [-0.002, 0.036, 0.008], [0.032, -0.060, 0.017], [-0.011, 0.027, -0.013], [-0.010, 0.001, -0.037], [0.016, 0.121, -0.010], [-0.003, 0.019, -0.011], [-0.001, 0.015, 0.013], [0.018, 0.003, 0.007], [-0.001, 0.019, -0.009], [-0.030, 0.003, -0.026], [-0.001, -0.030, 0.017], [0.023, -0.003, 0.023], [-0.007, 0.027, -0.005], [0.007, 0.019, -0.008], [0.005, 0.013, -0.019], [0.010, -0.002, 0.001], [0.012, -0.010, 0.020], [-0.020, -0.031, 0.027], [-0.023, -0.033, -0.012], [0.013, -0.007, -0.018], [0.010, -0.016, 0.002], [-0.005, -0.008, 0.016], [-0.005, -0.014, 0.028], [0.058, -0.011, 0.004], [0.043, -0.039, -0.028], [-0.029, -0.021, -0.024], [0.004, -0.017, -0.007], [0.010, -0.007, 0.016], [-0.022, -0.011, 0.006], [-0.001, -0.008, 0.035], [0.001, -0.004, 0.012], [-0.017, -0.067, 0.074], [-0.012, -0.019, -0.020], [0.015, -0.028, -0.019], [-0.019, -0.014, 0.012], [0.000, 0.040, -0.001], [0.024, -0.059, -0.088], [0.025, 0.002, 0.031], [0.059, 0.114, -0.163], [0.000, 0.024, -0.078], [-0.032, -0.067, 0.128], [-0.004, 0.004, 0.026], [-0.011, 0.017, -0.014], [0.026, -0.031, 0.061], [0.006, 0.039, 0.032], [0.005, -0.081, 0.059], [-0.029, -0.015, 0.029], [-0.021, 0.088, 0.029], [0.035, 0.004, 0.009], [-0.009, -0.018, 0.033], [-0.001, -0.003, -0.037], [0.079, -0.024, 0.034], [-0.143, 0.319, 0.055], [0.002, -0.010, 0.020], [-0.018, -0.004, 0.013], [0.016, -0.006, -0.050], [-0.004, 0.021, 0.005], [0.025, 0.024, -0.014], [0.024, -0.015, -0.024], [-0.011, 0.178, -0.034], [-0.039, -0.066, 0.023], [0.029, 0.000, 0.002], [0.000, -0.024, 0.008], [-0.014, -0.012, 0.000], [0.006, -0.022, -0.004], [-0.037, 0.021, 0.025], [-0.019, -0.023, 0.039], [0.025, -0.006, -0.019], [0.004, -0.001, -0.030], [-0.020, 0.011, -0.016], [-0.022, 0.008, 0.015], [-0.019, -0.069, -0.067], [0.078, -0.014, 0.011]],
  "mulliken_charge": [2.314, -0.536, 0.696, -0.692, 0.236, 0.705, -0.894, -0.358, 1.750, -0.722, -0.825, 0.266, -0.660, -0.939, 0.328, 0.479, 0.644, -1.567, 1.060, -1.131, -0.388, 0.443, -0.506, -1.034, 0.715, -0.887, 0.689, -0.568, -1.404, 1.198, -1.089, -0.755, -0.724, -0.447, 0.320, 0.525, 0.414, -0.162, 0.044, -1.163, -0.739, -1.108, 1.403, -1.485, -0.592, -0.317, 2.374, -1.175, 0.639, 1.125, -1.725, 0.974, -1.708, -0.836, -1.698, 0.382, 0.299, 0.395, 0.397, 0.294, 0.522, 0.412, 0.282, 0.552, 0.494, 0.420, 0.483, 0.558, 0.546, 0.484, 0.434, 0.465, 0.477, 0.630, -0.661, 0.445, 0.411, 0.354, 0.351, 0.466, 0.560, -1.298, 0.314, -0.569, -0.765, -0.968, 0.172, 0.495, 0.869, 0.252, 0.318, -1.046, -1.076, -0.919, 0.736, -1.579, 0.951, -0.825, -0.691, -0.793, -0.705, 0.571, -1.865, 0.550, 0.396, -0.129, 0.488, 0.451, 0.477, 0.604, 0.256, 0.470, 0.405, 0.447, 0.481, 0.037, 0.423, 0.462, 0.436, 0.414, 0.518, 0.516, 0.758],
  "e_tot_ev": -113690.7356,
  "total_charge": 1,
  "homo_lumo_gap_ev": 5.082
}